No. 1
The following is a DFT calculation (ωB97M-V with the def2-TZVPD basis set) of 3 unconnected molecules or ions with the total composition C15H34NO8P2S at a distorted geometry.

Geometry as XYZ:
```
61
Properties=species:S:1:pos:R:3:forces:R:3
H 7.97682 -3.62528 1.27306 0.0 0.2 0.1
H -6.55191 4.21923 -1.36336 0.1 -0.1 -0.1
C -4.06797 4.94964 -4.94817 0.2 0.3 -0.1
P -4.07352 1.57642 -3.76896 -7.0 -4.7 -2.2
O 5.58836 -1.31922 3.46450 -1.1 -0.3 -0.2
C -0.22822 1.03325 2.69170 -5.6 2.3 -2.6
C -4.75193 3.70436 -5.46820 0.0 0.8 0.0
H -2.99044 -0.97467 -3.73923 -0.2 0.0 0.0
H 4.45013 -1.96312 5.23375 0.1 -0.1 -0.4
H -3.17989 5.17309 -5.54825 -0.1 0.0 0.1
C -6.05159 3.87864 -2.27512 0.1 0.3 -0.1
H -3.45926 -1.52463 -5.33858 0.0 0.2 -0.1
C 4.34939 -3.03667 5.07842 -1.0 0.1 0.3
C -1.57205 0.89164 0.78040 0.5 -3.1 0.5
H 5.19408 0.67002 3.40372 0.1 -0.2 0.0
C 2.92435 -3.43229 4.75951 -0.3 -0.3 0.1
H -4.69059 -2.71548 -3.44150 0.0 0.1 0.0
C 9.04024 -1.88619 2.04410 0.0 0.2 0.1
H -3.73586 -0.05186 0.72401 2.1 -0.1 1.5
H 9.05525 -3.95079 2.61887 -0.2 0.0 0.1
O 7.27667 -3.12072 3.16239 -0.9 -1.5 -0.4
O -5.69740 1.94023 -3.71225 0.0 1.2 0.5
H 8.33882 -1.06807 1.85707 0.0 -0.3 -0.1
C 3.36440 -0.38879 3.09505 0.1 0.0 0.1
H 9.74918 -1.93278 1.21200 0.0 0.0 0.1
H -3.12329 0.48761 2.46911 0.6 -1.3 -2.1
H -7.36917 2.22853 -2.59947 0.1 0.0 -0.2
H 2.78229 -4.50500 4.92634 0.0 0.1 0.0
H -4.74206 5.80947 -5.00444 0.1 0.0 0.1
H -5.96146 1.82401 -1.63782 0.2 0.0 -0.2
C 8.33852 -3.22407 2.22391 0.3 0.1 -0.3
H -3.72954 4.82317 -3.91669 -0.2 0.0 0.0
H -5.78154 3.62852 -5.12045 0.2 -0.3 0.3
O 5.24535 -3.54976 4.11412 -0.1 -0.9 -2.8
H 2.82684 0.47203 2.68559 0.0 -0.2 0.1
H -5.55652 -1.19787 -3.12535 0.3 0.0 0.0
C -6.29043 2.40415 -2.50306 -0.6 -0.2 0.2
H 4.62684 -3.49037 6.03783 0.3 -0.2 -0.3
O -4.19930 0.30618 -4.84034 1.5 0.8 -0.2
C -2.79180 -0.03609 1.45019 0.2 0.5 0.1
H -6.43202 4.47508 -3.11092 0.0 -0.1 0.1
H 5.08667 -0.10294 1.83494 0.1 -0.2 0.1
O -4.15552 0.70333 -2.49282 3.4 2.8 -0.2
H 3.11462 -0.46719 4.15829 0.0 0.1 -0.2
C -3.82408 -1.00641 -4.44631 0.0 -0.3 0.3
H 9.58904 -1.61811 2.95220 0.0 -0.1 -0.1
O -3.98189 2.55190 -5.19477 1.8 -0.4 1.7
H -4.82517 3.78145 -6.55998 0.3 -0.3 0.0
S 0.05133 -0.05251 4.01584 -0.2 2.2 -2.9
H 2.99672 -1.29222 2.59996 -0.1 0.1 -0.1
H -5.73669 -1.98707 -4.67764 0.1 0.0 0.0
P 5.73104 -2.76498 2.65087 5.9 5.9 4.5
C 4.85450 -0.24008 2.89358 -0.1 0.8 0.0
C -5.01470 -1.76904 -3.88462 -0.3 0.0 0.0
O 6.16574 -2.06258 1.34121 -3.1 -3.5 -0.8
N -0.99746 1.84412 1.84716 5.2 -3.9 5.5
H 2.67666 -3.23911 3.71271 0.0 0.2 0.2
H -4.98179 4.08557 -2.17921 -0.1 0.0 0.1
H 2.22317 -2.89197 5.40239 0.0 0.0 -0.2
H -0.66902 0.16712 0.50265 -1.8 1.1 0.3
H -2.40293 -1.14085 1.68006 -1.1 2.2 -0.4
```
Forces are in eV/Å.

The calculation puts the orbital gap at 2.437 eV. The total charge is -1. The total energy comes out at -63382.3272 eV. The value obtained for the molar mass is 450.5 g/mol.


No. 2
The following is a DFT calculation (ωB97M-V with the def2-TZVPD basis set) of 3 unconnected molecules or ions with the total composition C15H34O6PS2.

Geometry as XYZ:
```
58
Properties=species:S:1:pos:R:3:forces:R:3
H 2.08637 -0.59993 -4.58010 0.0 -0.1 -0.1
H -2.92788 1.87215 3.16810 0.0 0.0 0.0
C -4.05443 3.73911 3.18095 0.0 0.0 0.0
H -0.21945 -0.85337 0.02106 -0.2 0.0 -0.1
C -2.96639 2.82046 2.63242 -0.1 0.1 0.1
C -5.24945 2.79728 1.23046 -0.1 0.0 0.1
C 0.13785 1.24468 0.45395 -0.1 -0.2 0.0
H 0.42282 -0.02145 -2.36417 -0.3 0.1 -0.1
H 1.05641 -6.73011 -0.53846 0.0 0.0 0.0
O -3.28002 1.07183 0.65384 0.0 0.0 -0.1
C 1.25871 3.56118 -1.70565 -0.1 0.0 -0.1
C -0.30571 1.94035 -0.82408 0.0 0.0 0.0
C 0.76219 -3.99936 -0.01453 0.1 0.0 -0.4
H 3.03459 0.79232 -3.11681 -0.1 0.2 0.0
H -0.30250 -4.22015 -0.05665 0.0 0.0 0.1
S 1.40575 -4.66579 1.52898 0.0 0.1 0.0
H 2.65629 -6.58093 -1.26089 0.0 0.0 0.0
O 2.14858 -3.63314 2.20506 0.0 0.0 0.0
C 1.93666 -6.08929 -0.60908 0.0 0.1 0.0
C 0.60786 -0.20410 0.30459 0.3 0.1 0.2
S -3.50449 2.46462 0.96166 0.0 0.0 0.1
H -0.85178 2.84974 -0.58546 0.0 0.1 0.0
H 2.46213 -1.13931 -0.36810 0.0 -0.1 0.1
C 1.75993 -0.37058 -0.68887 -0.2 -0.1 -0.1
O 3.66279 -1.52474 -3.09035 0.2 0.1 0.1
H -5.80986 1.91628 0.92893 0.0 0.0 0.0
H 2.29825 0.57074 -0.75580 0.2 0.2 0.1
H -3.99531 3.81615 4.26477 0.0 0.0 0.0
H 0.94895 -0.57212 1.27041 0.0 0.0 0.2
H -5.58748 2.21877 3.28687 0.0 0.0 0.0
H 0.91824 -2.92396 -0.00180 -0.1 0.0 0.1
H 2.44086 -4.13701 -1.38147 0.0 0.0 0.0
H -0.73924 1.23168 1.09878 -0.1 0.0 0.1
H -5.50824 3.63858 0.59113 0.1 0.0 0.0
C 2.48320 3.68484 -0.83077 0.0 -0.1 0.2
H 2.55596 -6.73235 1.41504 0.0 0.0 0.0
O -2.96360 3.47345 0.08053 0.0 0.0 0.0
O 0.34955 -5.37151 2.19750 0.0 0.0 0.1
H 4.33503 -1.23191 -2.45682 0.1 -0.3 0.0
H 2.26111 3.47408 0.21216 0.0 0.0 0.1
H -3.93571 4.74195 2.76664 0.0 0.0 0.0
H 1.51520 3.83388 -2.72827 0.0 0.0 -0.1
H 0.47778 4.24551 -1.37562 -0.1 0.1 0.0
H 2.87870 4.69499 -0.88531 0.1 0.1 0.0
C 2.52095 -5.85037 0.78057 0.0 -0.1 -0.1
C 1.20809 -0.71486 -2.08242 0.3 0.1 0.1
H 0.85307 -1.74222 -2.14125 -0.1 -0.1 -0.1
H 0.90363 1.82003 0.97268 0.1 0.1 0.0
H -1.02303 1.29904 -1.33657 -0.1 -0.1 -0.1
H 0.93673 -4.77502 -2.04481 0.0 0.0 0.0
P 2.49408 -0.47842 -3.25873 -0.2 0.0 -0.1
H -6.22029 3.80969 2.88943 0.0 0.0 0.0
C 1.53703 -4.70332 -1.13801 0.0 0.0 0.1
H -1.97715 3.27062 2.58856 0.0 0.0 -0.1
O 0.73634 2.23778 -1.76289 0.1 -0.3 0.0
C -5.38725 3.13028 2.72189 0.1 0.0 0.0
H 3.50441 -5.38375 0.73271 0.0 0.0 0.0
H 3.25314 2.98702 -1.15595 0.2 0.0 0.0
```
Forces are in eV/Å.

The calculation puts the orbital gap at 9.070 eV. The total charge is +1. The total energy comes out at -59343.5748 eV. The value obtained for the molar mass is 405.5 g/mol.